[1]
Formula: C44H59O44
Source: OMol25
Level of theory: ωB97M-V/def2-TZVPD

The LUMO energy is 1.82 eV.

ORCA input file:
```
! RIJCOSX wB97M-V def2-TZVPD def2/J DEFGRID3
* xyz -1 1
O -0.1313 2.8175 3.6425
O 3.6865 2.6742 2.3881
O 5.5622 -2.9219 5.1989
O -2.2611 -4.6281 0.2226
O 5.6573 3.8295 2.1046
O 2.8952 1.3265 -0.5047
O -1.2983 5.3518 2.6515
O -4.5075 -4.3111 0.4042
O -2.3245 -2.2287 3.7929
O -2.1314 2.3938 -4.7871
O -4.2099 -3.2096 4.4580
O 1.5301 2.9808 -1.2082
O -4.5014 0.4116 0.5965
O 0.9298 -1.0722 4.1281
O -3.1086 -1.7618 5.8400
O -3.5753 -4.4004 -1.5889
O -2.3012 3.2557 -6.8373
O -1.9949 1.9717 4.6441
O -4.1369 2.7318 -5.5980
O -0.8204 -1.6616 -1.6984
O 2.8571 -1.6389 5.0394
O 4.2423 -2.3457 -0.6458
O 1.5012 -3.2803 -7.4591
O -4.2607 -1.1653 -5.4707
O -0.6485 -0.9112 0.3918
O 5.7801 -1.1631 3.8982
O 0.8853 5.3474 2.7597
O 4.4059 4.0373 3.9527
O 0.0281 1.8104 5.6136
O 1.9275 1.2605 -4.5342
O -3.7304 -1.3784 -3.3006
O -0.2244 6.1190 4.4958
O -0.5164 -2.7163 -6.7321
O 5.7070 -0.9077 6.1175
O 2.7458 -0.8402 2.9659
O 2.4178 3.1592 -5.5985
O 2.3610 -3.6466 -0.8712
O 1.2113 -2.2515 -5.4725
O -5.7990 -1.8920 -3.9963
O -3.1233 2.1256 0.2414
O 3.8334 -4.1958 0.6153
O 3.9311 2.1790 -4.2344
O -5.0959 1.9449 -0.8710
O 3.6808 3.2768 -1.1110
C 2.2467 -1.2312 4.1448
C -0.9313 4.7800 1.3616
C 0.0754 -1.9688 -4.6880
C 5.7165 -1.5675 5.1567
C 0.8340 -2.7729 -6.6283
C -1.3348 -4.6443 -0.9404
C 1.6389 -0.7365 1.9958
C 2.3747 -2.6691 -2.0078
C -0.8164 0.9541 6.4545
C -4.2535 2.2493 -4.1968
C -4.5189 -1.6083 -2.1280
C 2.8677 2.1829 -4.7437
C 0.4487 -0.4951 2.9759
C -0.6424 -0.7701 -0.8633
C 3.0411 2.2422 3.6072
C -3.5128 -4.4404 -0.2413
C 0.5577 5.0812 1.4011
C -2.8567 2.8615 -5.8486
C 5.1377 -3.3417 3.8782
C 4.8461 2.5253 -0.9323
C 4.3638 1.3060 -0.1455
C -3.2094 -2.3916 4.7899
C 1.1947 2.7721 -6.1046
C -0.7034 2.2717 4.5460
C -3.2551 0.0664 1.3077
C -2.8605 2.4125 -3.6039
C 2.6109 2.5445 -0.9888
C -2.5037 1.3265 1.3523
C 3.1058 3.4595 4.4613
C -0.2165 5.7029 3.4142
C -1.0524 -1.7566 -5.7109
C -4.5790 -1.4009 -4.3592
C -4.1083 -3.5828 3.0606
C 5.4502 -2.2691 2.9400
C 3.4959 -3.4216 -0.2190
C -2.2198 1.4403 5.9998
C -0.3142 0.6017 -1.4319
C 0.8727 1.3961 -5.4071
C -2.6964 -3.1054 2.6681
C -2.2805 -4.8069 -2.1025
C 3.5612 -1.7380 -1.7110
C 4.7014 3.5700 2.7573
C -4.2723 1.5244 -0.0948
C -5.7343 -2.2779 -2.5850
H -1.2061 3.7747 1.3171
H -0.5643 1.2684 7.5436
H 0.7070 0.6746 -1.7074
H -4.7021 -0.6750 -1.6353
H -5.6442 -3.3085 -2.4826
H -4.8855 -3.0310 2.4959
H 1.5100 -1.7379 1.5817
H -4.5645 1.1723 -4.1866
H -0.8036 -3.6918 -0.9200
H -2.2943 -5.8389 -2.4761
H 4.0643 -3.5298 3.8915
H 3.1758 -0.8106 -1.3912
H -0.4910 -1.0374 2.7887
H 4.7862 0.3362 -0.5191
H 5.7390 -4.2336 3.5950
H 0.2985 0.6244 3.1050
H 0.3738 3.4184 -5.8998
H 3.0585 3.2089 5.5314
H -1.9632 -4.1354 -2.9429
H -2.6379 3.3714 -3.1409
H -4.9654 2.8548 -3.6991
H 3.5996 1.3863 3.9513
H -6.6175 -1.8802 -2.0926
H -4.4633 -4.6332 2.9829
H 5.5865 3.1409 -0.3574
H 1.1593 4.2716 1.0860
H 2.5343 -3.2758 -2.9308
H -0.4982 1.4323 -0.7265
H 0.9359 0.5903 -6.0753
H 0.7394 6.0153 0.7812
H -3.5466 -0.3146 2.3216
H 1.9826 1.9897 3.3962
H 2.3298 4.1976 4.1619
H 6.3934 -2.4849 2.4232
H -1.3991 5.4298 0.5716
H 1.3374 -2.2263 -2.0903
H -2.8230 -0.7493 0.7802
H -0.5730 -5.4398 -0.8179
H -2.6727 -2.5272 1.7649
H 4.7236 -2.0990 2.2091
H 4.3407 -1.5647 -2.5562
H -3.9278 -2.2285 -1.4759
H -1.4690 1.1263 1.0882
H 0.3395 -1.1374 -4.0400
H -2.5642 2.2091 6.6622
H -0.0738 -2.8430 -4.1546
H 5.2303 2.2296 -1.8834
H 4.5282 1.4553 0.9691
H 1.8504 -0.0333 1.1866
H 1.1308 2.6142 -7.1620
H -1.9892 -2.0701 -5.3896
H -3.0047 0.7624 5.8494
H -0.0620 1.4487 -4.9074
H -2.5031 2.0318 2.1875
H -2.5036 1.5342 -3.0492
H -1.8963 -3.8383 2.6781
H -0.7791 0.8841 -2.4449
H -0.6608 -0.1092 6.1262
H -1.0505 -0.7199 -6.1064
*
```

[2]
Formula: C28H51F3I2InO21
Source: OMol25
Level of theory: ωB97M-V/def2-TZVPD

The LUMO energy is 1.72 eV.

ORCA input file:
```
! RIJCOSX wB97M-V def2-TZVPD def2/J DEFGRID3
* xyz -1 1
I -1.7351 -0.6207 -3.0898
I -4.1529 0.8840 -5.2026
In -2.0956 2.1746 -0.5378
F 1.7030 2.2469 4.0122
F 0.2184 3.8746 2.7269
F 2.2076 1.0735 2.1768
O 1.6373 -2.1561 -6.1385
O 2.0413 -4.6655 -0.0888
O 5.2483 -6.8248 0.9041
O 5.2705 -12.1611 5.8500
O 1.4779 -2.4972 -0.4146
O -5.9971 6.1509 1.6322
O 6.4817 -12.1679 3.9431
O 6.9608 -13.5023 5.7083
O -3.2207 8.1874 -6.0760
O 0.5033 -3.9969 -1.6107
O -1.3876 5.0179 6.3661
O -3.5756 7.0092 -7.8580
O 1.9782 0.0652 -5.8840
O -3.0045 6.4348 6.6125
O -4.1037 6.1180 -5.8481
O -7.6476 7.4197 1.0584
O 4.0437 -6.8553 2.8186
O 2.0960 -0.9742 -7.8914
O -6.2414 8.1394 2.6812
O 5.7411 -8.1818 2.6483
O -1.8229 6.4644 4.6822
C 1.5858 2.0826 2.7003
C 2.4064 -2.1196 0.6012
C 1.4054 -3.8043 -0.6477
C 1.9092 -0.9226 -6.5645
C 6.2592 -12.5698 5.0554
C 8.0600 -14.0317 4.9685
C 4.4335 -11.1532 5.2726
C -4.8392 5.9011 2.4354
C -0.3241 4.4665 5.5766
C -3.2707 8.3254 -4.6547
C -8.3833 8.6306 1.2086
C 2.3964 0.2867 -8.4840
C -4.0314 5.8015 -8.4697
C 1.4079 -2.2556 -4.7285
C 6.8409 -8.6951 1.8975
C 3.1868 -5.8428 2.2688
C 0.7192 2.9797 0.5358
C 0.3080 -5.3603 -1.9789
C 0.8819 2.9387 2.0328
C 5.0298 -7.2419 2.0111
C 0.0670 1.6840 -0.0541
C -6.5895 7.3156 1.8723
C -3.6771 7.0138 -6.5246
C -4.2787 3.1040 -2.9109
C -2.7114 1.2266 -2.5261
C -3.6085 1.7888 -3.3035
C -2.0463 6.0148 5.7758
C -3.7930 7.5108 6.1025
H 8.7777 -13.2474 4.7308
H 7.7127 -14.5193 4.0585
H 3.9440 -11.5283 4.3751
H -4.0740 6.6531 2.2510
H -4.3157 7.2119 5.1951
H 2.3636 -1.0367 0.6880
H -4.4431 4.9291 2.1529
H 2.5251 0.1187 -9.5509
H -4.6390 3.5966 -3.8225
H 2.4325 -5.6173 3.0197
H 2.1286 -2.5597 1.5588
H 0.1114 0.8375 0.6445
H 1.5757 0.9875 -8.3349
H 8.5459 -14.7719 5.5996
H -3.0616 1.3547 0.7240
H -0.0567 -5.9400 -1.1315
H 3.3224 0.6927 -8.0778
H -5.0876 5.6384 -8.2596
H -3.9003 5.9155 -9.5433
H 1.2015 -3.3004 -4.5078
H 0.0397 3.8150 0.3217
H 6.4933 -9.1727 0.9823
H -3.5147 3.7468 -2.4643
H -7.7584 9.4927 0.9774
H -2.3370 3.9394 -0.6075
H -0.7097 4.0458 4.6553
H -0.4448 -5.3760 -2.7635
H 5.0087 -10.2565 5.0464
H 2.2926 -1.9493 -4.1713
H -3.4404 4.9514 -8.1314
H -9.2083 8.5958 0.5008
H 0.1337 3.6702 6.1583
H 0.5455 -1.6591 -4.4325
H 7.5543 -7.9040 1.6684
H -4.2977 8.2594 -4.2976
H 0.5751 1.3403 -0.9672
H -2.8774 9.3099 -4.4130
H 7.3338 -9.4432 2.5141
H -5.0784 2.9632 -2.1759
H -8.7885 8.7131 2.2168
H 3.6736 -10.9060 6.0094
H -3.1730 8.3862 5.9127
H 3.7503 -4.9367 2.0560
H -2.6507 7.5710 -4.1724
H 1.2306 -5.7907 -2.3681
H 3.4194 -2.4120 0.3246
H 0.4299 5.2236 5.3659
H 2.6913 -6.2004 1.3742
H -5.1035 5.8761 3.4920
H 1.7075 3.2011 0.1058
H -4.5281 7.7601 6.8642
*
```

[3]
Formula: C3H10N2O
Source: OMol25
Level of theory: ωB97M-V/def2-TZVPD

The LUMO energy is 1.07 eV. The SMILES is CO[C@@H](C)NN.

ORCA input file:
```
! RIJCOSX wB97M-V def2-TZVPD def2/J DEFGRID3
* xyz 0 1
O 1.2595 0.8884 -0.1612
N -1.7812 -0.0958 -0.3694
N -0.6238 -0.1403 -1.2333
C 0.3824 1.6720 0.7269
C 0.7462 -1.4358 0.4620
C 0.6938 -0.3358 -0.5999
H 0.0522 1.0680 1.5732
H -2.6338 -0.2015 -0.9261
H 1.0176 2.4732 1.1118
H 0.3307 -1.1139 1.4206
H -0.4395 2.1616 0.1997
H -0.5488 0.6726 -1.8516
H -1.8054 -0.8899 0.2762
H 1.3467 -0.6758 -1.4143
H 0.2141 -2.3355 0.1354
H 1.7893 -1.7115 0.6501
*
```

[4]
Formula: C4H8N2O
Source: OMol25
Level of theory: ωB97M-V/def2-TZVPD

The LUMO energy is 0.83 eV. The SMILES is [H]/N=C(\C)N=C=C.O.

ORCA input file:
```
! RIJCOSX wB97M-V def2-TZVPD def2/J DEFGRID3
* xyz 0 1
O -1.4509 1.9793 -1.2704
N 1.0053 1.2379 -0.0812
N -0.2771 -0.4856 0.6301
C 0.9413 0.0718 0.4195
C 2.0772 -0.7549 0.9627
C -1.2388 -0.8857 0.0150
C -2.3162 -1.3739 -0.5015
H -2.4757 -2.4309 -0.6050
H 3.0320 -0.2798 0.7554
H -1.6134 2.8750 -0.9681
H -3.0624 -0.7045 -0.8861
H -0.5799 1.7314 -0.9099
H 1.9385 1.6350 -0.1155
H 1.9598 -0.8667 2.0391
H 2.0603 -1.7483 0.5161
*
```

[5]
Formula: C3H9NSi
Source: OMol25
Level of theory: ωB97M-V/def2-TZVPD

The LUMO energy (alpha / beta) is 1.04 / -1.59 eV. Its expectation value of S² is 2.00.

ORCA input file:
```
! RIJCOSX wB97M-V def2-TZVPD def2/J DEFGRID3
* xyz 0 3
Si -1.2843 -0.5413 -0.3186
N 4.7074 -0.4041 -0.5050
C -1.1364 1.2639 0.3883
C 3.9611 -0.8320 0.3984
C -3.0766 -1.0075 0.0694
H -0.2555 1.6058 0.9221
H 3.0276 -1.3082 0.4162
H -3.2413 -2.2051 0.0148
H -2.1317 1.6601 0.6488
H 5.5239 0.1842 -0.4071
H -3.3758 -0.7158 1.0523
H -3.9385 -0.6535 -0.4693
H -0.8479 1.7378 -0.5493
H 4.1520 -0.5884 1.4576
*
```

[6]
Formula: C28H39NO16S
Source: OMol25
Level of theory: ωB97M-V/def2-TZVPD

The LUMO energy is -0.58 eV. The SMILES is O=[N+]([O-])c1ccccc1.O=S1(=O)OCCO1.O=C1CCCO1.O=C1CCCO1.O=C1CCCO1.O=C1CCCO1.O=C1CCCO1.

ORCA input file:
```
! RIJCOSX wB97M-V def2-TZVPD def2/J DEFGRID3
* xyz 0 1
S -31.9869 32.0411 -10.5193
O -32.2815 25.0413 -9.9346
O -26.2496 22.4833 -8.5612
O -23.7499 25.9067 -14.1351
O -23.8625 28.5449 -8.7575
O -36.1109 26.0592 -10.4067
O -30.8807 32.2852 -11.3667
O -32.0763 30.8208 -9.8053
O -34.9102 27.6689 -9.4560
O -32.1869 33.2154 -9.4766
O -30.0520 24.9529 -9.9748
O -33.3246 32.3836 -11.3492
O -27.8026 29.9054 -13.2694
O -24.7148 27.0763 -15.7430
O -27.4215 28.4148 -11.6800
O -24.1670 27.4366 -6.9380
O -27.5079 23.0738 -10.3079
N -24.5049 28.2590 -7.7723
C -31.1088 24.3813 -9.9810
C -26.8609 24.7606 -8.6054
C -28.2220 29.2960 -12.3360
C -25.5315 24.5980 -7.8679
C -29.6682 29.0222 -11.9654
C -26.7660 28.3661 -6.7850
C -24.8473 26.3871 -14.7846
C -24.1044 25.0087 -13.0861
C -34.8834 27.6364 -11.7902
C -34.0320 28.7613 -9.8215
C -29.6056 27.6100 -11.3829
C -25.6025 25.2557 -12.8577
C -32.7982 22.7293 -9.5439
C -28.1942 27.5592 -10.7977
C -26.0520 30.1128 -8.2700
C -27.2938 30.7112 -8.1285
C -25.8165 28.9031 -7.6330
C -35.3866 27.0069 -10.5223
C -28.2816 30.1391 -7.3407
C -31.3092 22.8921 -9.8064
C -26.1320 25.8453 -14.1442
C -32.7869 34.3523 -10.1384
C -33.8227 33.6847 -11.0490
C -26.9558 23.3982 -9.3032
C -28.0199 28.9431 -6.6735
C -25.6822 23.1478 -7.4325
C -33.3848 24.1456 -9.6256
C -33.8773 28.7017 -11.3367
H -34.0959 24.2861 -10.4350
H -30.6621 22.4943 -9.0296
H -33.9823 29.6911 -11.7822
H -26.5232 27.4438 -6.2710
H -35.7116 28.0552 -12.3699
H -32.9354 22.3608 -8.5260
H -29.2211 30.6336 -7.1253
H -33.0997 28.5296 -9.3115
H -26.8988 25.5364 -9.3604
H -30.3169 29.0297 -12.8362
H -25.3159 30.5680 -8.9160
H -28.7906 28.4638 -6.0866
H -23.5861 25.1890 -12.1472
H -25.7276 25.9010 -11.9896
H -33.3544 22.0453 -10.1802
H -31.9919 34.7785 -10.7543
H -33.8452 34.1991 -12.0135
H -27.7691 26.5649 -10.8850
H -28.0745 27.9771 -9.8060
H -25.4283 25.2754 -7.0258
H -33.8555 24.5044 -8.7141
H -26.1105 24.3080 -12.6667
H -27.3894 31.6634 -8.6362
H -26.7748 26.7249 -14.0631
H -33.1572 35.0281 -9.3807
H -30.3044 27.4086 -10.5714
H -29.7117 26.7764 -12.0764
H -23.9106 23.9891 -13.4227
H -27.7167 24.8206 -7.9289
H -24.7689 22.6769 -7.0732
H -30.0699 29.6282 -11.1541
H -34.4091 26.9995 -12.5342
H -34.4362 29.6825 -9.4148
H -34.8511 33.7318 -10.6931
H -30.9071 22.4491 -10.7234
H -26.3563 23.0954 -6.5655
H -24.7143 24.6744 -8.5865
H -32.8949 28.3684 -11.6729
H -26.6522 25.1930 -14.8436
*
```

[7]
Formula: C45H51ClN7O3P
Source: OMol25
Level of theory: ωB97M-V/def2-TZVPD

The LUMO energy is -0.93 eV. The SMILES is C=C[C@]1(P(C)C)OC(=O)O[C@H]1CCCCl.c1ccncc1.c1ccncc1.c1ccncc1.c1ccncc1.c1ccncc1.c1ccncc1.c1ccncc1.

ORCA input file:
```
! RIJCOSX wB97M-V def2-TZVPD def2/J DEFGRID3
* xyz 0 1
Cl 1.4102 -0.2096 -1.6387
P -0.8274 -0.7843 1.2450
O -0.1875 -0.7568 3.8148
O 1.7895 -2.3779 3.5361
O 2.0749 0.0852 3.3033
N 5.7134 -3.0898 8.1106
N -0.0595 -0.3449 -6.0418
N 9.5757 -2.2957 3.7467
N -0.3878 -0.1150 -11.3902
N -3.5694 2.5730 -1.5936
N -6.5201 -0.8583 -0.9062
N -1.8181 2.9321 6.9234
C -0.0540 0.6027 -12.4848
C -5.1481 4.1242 -2.5576
C -2.3700 -0.1772 0.2840
C 7.1644 -2.3976 3.6926
C 1.7602 -1.2055 -11.5478
C -4.0156 2.5831 7.8597
C 1.1510 0.4701 -13.1558
C 7.1599 -3.1957 4.8317
C 1.8292 1.0518 -5.4858
C 4.3394 -1.7116 6.6821
C -1.4600 1.7319 7.4300
C 8.3860 -1.9778 3.1910
C 8.3692 -3.5417 5.4258
C -0.0113 0.1638 -7.2925
C 1.4359 1.8499 0.2824
C 4.0980 -4.0997 6.6281
C -4.9274 3.5840 -3.8201
C -3.0890 3.3296 7.1496
C 2.0741 -0.4525 -12.6743
C -6.5812 -0.0519 -3.1808
C -7.5918 -1.6274 -1.1971
C 5.3239 -1.8839 7.6419
C 0.9183 1.1044 -7.7065
C -3.3774 2.0680 -2.8316
C 0.5277 -1.0043 -10.9472
C 3.7173 -2.8438 6.1667
C -4.4507 3.5913 -1.4853
C 0.8634 0.1109 -5.1671
C -7.6833 -0.8565 -3.4500
C -1.8027 1.1177 3.2386
C -2.2855 2.3872 2.5807
C -8.2011 -1.6621 -2.4410
C 5.0901 -4.1704 7.5927
C -2.3155 0.9128 8.1492
C 1.0155 1.0524 2.8991
C 9.5394 -3.0703 4.8527
C -6.0384 -0.0883 -1.9063
C -4.0244 2.5357 -3.9641
C -0.4444 0.2938 2.7743
C 1.8545 1.5556 -6.7822
C -1.2407 -2.6031 1.7237
C 1.2423 -1.1355 3.5657
C 1.3922 2.2690 1.8666
C -3.6176 1.3507 8.3672
C 2.1945 0.4325 -0.0426
H 6.2218 -3.5451 5.2532
H 3.6329 -5.0014 6.2461
H -0.2220 -3.1993 1.6252
H 0.8048 -0.3151 -4.1694
H -3.8298 2.0933 -4.9345
H 0.8762 1.6500 3.9234
H -5.0231 2.9530 8.0128
H -1.9748 -0.0431 8.5306
H 3.3439 0.5185 -0.2495
H -1.8404 3.4469 2.8736
H 8.3996 -4.1626 6.3139
H -0.7646 -0.2171 -7.9760
H -0.4332 1.4359 7.2361
H 8.4422 -1.3561 2.3022
H 5.8412 -1.0314 8.0725
H 10.5084 -3.3098 5.2815
H 2.5448 1.3835 -4.7420
H 2.5979 2.2934 -7.0696
H 0.3508 1.8708 -0.2137
H -3.3526 4.2966 6.7303
H 0.5230 3.0792 1.9803
H -6.1547 0.5879 -3.9450
H 2.0194 -0.4171 0.7434
H -5.4548 3.9764 -4.6847
H 3.0301 -0.5834 -13.1730
H -3.3042 -0.0522 1.0125
H -2.6779 -1.0549 -0.4572
H -7.9612 -2.2352 -0.3759
H -4.3164 0.7366 8.9277
H 2.3719 2.8294 2.2473
H -5.1758 0.5190 -1.6478
H -0.8058 1.3120 -12.8195
H -2.1567 0.7896 -0.3409
H -3.1663 2.3956 1.7761
H 0.2349 -1.5699 -10.0674
H -2.6661 1.2490 -2.8916
H 2.4582 -1.9318 -11.1472
H 2.9421 -2.7484 5.4121
H -2.0842 -2.9941 1.0113
H 6.2391 -2.1097 3.2067
H 2.0578 2.6953 -0.2861
H -5.8461 4.9408 -2.4119
H -9.0588 -2.3008 -2.6190
H 4.0648 -0.7188 6.3443
H -4.5859 3.9809 -0.4805
H 5.4196 -5.1275 7.9874
H -8.1351 -0.8557 -4.4376
H -2.4747 0.7251 4.1400
H 1.3652 1.0718 -14.0318
H -1.6474 -2.7004 2.8411
H 0.9121 1.4765 -8.7247
*
```